Computed, not measured: a 3-piece molecular cluster, C30H46B2F17N4O10S overall, with ωB97M-V/def2-TZVPD.

Properties
2S+1: 1
E_LUMO (eV): -5.2644
Molecular weight (g/mol): 999.37
HOMO-LUMO gap (eV): 6.04
Charge: +1

CARTESIAN COORDINATES (ANGSTROEM)
C 3.138 4.610 -2.767
C 1.921 4.183 -3.832
C 1.677 2.533 -3.845
O 0.741 2.092 -2.764
C 0.595 0.625 -2.773
C 1.157 -0.100 -1.375
C 2.443 0.746 -0.814
C 2.090 1.890 0.308
O 2.122 3.202 -0.016
C -0.213 -0.227 -0.487
C -1.545 0.709 -0.334
C -1.274 2.266 0.092
F -0.885 2.397 1.524
N -0.178 -1.431 0.227
O -1.089 -1.978 1.050
C -1.130 -1.317 2.364
N -0.900 -0.879 3.584
C 1.076 -2.231 -0.045
S 0.365 -3.968 -0.303
O 2.273 -2.058 0.786
C 2.079 -2.510 2.170
C 3.617 -2.707 2.799
N 4.265 -1.343 2.931
C 5.763 -1.383 2.716
C 6.349 -0.174 1.763
C 6.279 -0.538 0.134
O 5.733 1.153 2.046
C 1.354 -1.743 -1.621
B 0.336 -2.477 -2.720
O -1.087 -2.141 -2.918
O 0.864 -3.607 -3.564
B 2.836 -2.163 -2.286
O 3.819 -3.051 -1.636
N 3.222 -1.646 -3.693
C 3.925 -2.786 -4.434
C 4.260 -0.549 -3.611
H 4.059 5.111 -3.337
H 3.591 3.666 -2.221
H 2.717 5.345 -1.951
H 2.381 4.422 -4.908
H 0.933 4.787 -3.641
H 2.753 2.062 -3.739
H 1.287 2.184 -4.917
H -0.569 0.416 -2.939
H 1.226 0.230 -3.705
H 3.295 0.067 -0.327
H 2.997 1.318 -1.703
H 1.761 1.660 1.432
H -2.079 0.726 -1.399
H -2.370 0.269 0.408
H -0.496 2.829 -0.578
H -2.306 2.840 -0.022
H -0.018 -4.376 1.001
H 1.594 -1.660 2.855
H 1.563 -3.553 2.291
H 4.216 -3.272 1.937
H 3.631 -3.357 3.773
H 3.830 -0.624 2.312
H 6.179 -2.398 2.304
H 6.258 -1.215 3.790
H 7.513 -0.024 1.980
H 5.475 0.110 -0.431
H 6.090 -1.692 0.039
H 7.327 -0.228 -0.342
H 5.616 1.656 1.171
H -1.129 -1.567 -3.763
H 0.893 -3.332 -4.531
H 3.285 -3.791 -1.223
H 5.000 -3.029 -3.976
H 3.334 -3.804 -4.397
H 3.975 -2.475 -5.571
H 3.893 0.306 -4.359
H 4.455 -0.155 -2.525
H 5.326 -0.874 -4.034
C -5.383 -1.186 -0.233
C -4.718 -2.431 0.374
C -3.757 -3.169 -0.554
F -4.352 -3.614 -1.682
F -3.252 -4.271 0.065
F -5.685 -3.258 0.852
F -4.012 -2.014 1.473
O -6.688 -1.369 -0.793
C -6.716 -1.886 -2.122
C -7.314 -3.298 -2.205
F -6.665 -4.173 -1.398
F -7.225 -3.793 -3.469
F -5.472 -1.805 -2.653
F -7.482 -1.022 -2.841
H -5.542 -0.484 0.595
H -4.717 -0.648 -0.921
H -2.913 -2.532 -0.833
H -8.368 -3.289 -1.913
C -3.423 2.883 5.945
C -4.575 2.053 5.360
C -4.416 1.669 3.892
F -4.317 2.740 3.075
F -5.502 0.968 3.464
F -5.747 2.706 5.581
F -4.652 0.898 6.095
O -3.606 4.303 5.962
C -3.309 4.973 4.738
C -4.550 5.585 4.072
F -5.518 4.662 3.854
F -4.241 6.120 2.860
F -2.635 4.125 3.924
F -2.428 5.958 5.057
H -3.349 2.609 7.005
H -2.448 2.603 5.523
H -3.536 1.035 3.743
H -4.974 6.376 4.699

***

Computed, not measured: C30H46BrCoN3P2 as an isolated structure, with ωB97M-V/def2-TZVPD.

Properties
2S+1: 4
E_LUMO (alpha / beta) (eV): -6.7409 / -9.1350
Molecular weight (g/mol): 649.50
HOMO-LUMO gap (alpha / beta) (eV): 5.41 / 3.06
Charge: +2
⟨S²⟩: 3.86
Energy above the lowest of the compared OMol25 structures with the same formula, charge and spin (eV): 0.0000

CARTESIAN COORDINATES (ANGSTROEM)
N -7.071 5.292 -5.389
C -6.823 5.912 -4.235
C -6.109 5.291 -3.202
C -5.558 4.011 -3.429
C -5.832 3.380 -4.662
C -6.614 4.061 -5.607
C -4.667 3.395 -2.456
Co -0.060 -0.317 1.264
P 6.198 -1.208 0.311
C -3.684 2.520 -2.811
C -2.770 1.932 -1.857
C -1.573 1.302 -2.269
C -0.721 0.711 -1.334
C -1.107 0.670 0.013
C -2.243 1.350 0.452
C -3.066 1.985 -0.479
Br 1.937 -1.006 2.221
H -4.774 3.751 -1.422
H -3.530 2.275 -3.871
H -5.934 5.814 -2.264
H -5.428 2.395 -4.892
H -7.202 6.928 -4.106
H -6.857 3.577 -6.557
H -1.317 1.292 -3.330
H -3.960 2.501 -0.133
H 0.237 0.292 -1.633
H -2.512 1.390 1.505
P -0.601 -2.312 0.439
C 5.619 0.528 0.538
C 6.697 1.513 0.073
H 5.406 0.640 1.611
H 4.684 0.660 -0.025
H 6.499 2.500 0.499
H 7.698 1.198 0.391
H 6.705 1.615 -1.018
C 5.318 -1.647 -1.257
C 6.031 -2.821 -1.932
H 5.323 -0.754 -1.901
H 4.277 -1.897 -1.002
H 5.758 -2.864 -2.991
H 7.122 -2.721 -1.865
H 5.749 -3.776 -1.474
C 5.135 -2.117 1.505
C 5.817 -2.379 2.846
H 4.858 -3.063 1.014
H 4.213 -1.527 1.652
H 5.223 -3.109 3.408
H 6.826 -2.785 2.710
H 5.890 -1.472 3.458
C -0.451 -3.679 1.647
C -1.560 -4.732 1.632
H -0.377 -3.213 2.640
H 0.527 -4.141 1.448
H -2.509 -4.332 2.009
H -1.730 -5.159 0.636
H -1.266 -5.553 2.294
C 0.641 -2.702 -0.861
C 0.137 -2.765 -2.303
H 1.092 -3.660 -0.565
H 1.433 -1.945 -0.750
H -0.454 -3.671 -2.485
H -0.471 -1.893 -2.575
H 1.000 -2.791 -2.979
C -2.288 -2.398 -0.252
C -3.394 -1.957 0.716
H -2.460 -3.430 -0.596
H -2.289 -1.759 -1.145
H -4.133 -1.358 0.168
H -3.919 -2.814 1.161
H -3.020 -1.326 1.534
N -0.851 -0.478 4.389
C -0.494 0.801 4.086
C -0.513 1.799 5.079
C -0.173 3.097 4.727
C 0.136 3.372 3.392
C 0.105 2.355 2.450
N -0.214 1.084 2.790
H -0.518 -1.249 3.811
H -1.022 -0.702 5.357
H -0.771 1.509 6.101
H -0.137 3.882 5.477
H 0.396 4.372 3.056
H 0.342 2.529 1.403